This record from the Open Molecules 2025 dataset describes one molecule with the formula C5H8O at a distorted geometry. The level of theory is ωB97M-V/def2-TZVPD.

Geometry as ORCA input:
```
! wB97M-V def2-TZVPD RIJCOSX def2/J DEFGRID3
* xyz 0 1
C -0.16139 1.78585 -1.18423
C 0.31295 0.62779 -0.83732
C 1.06685 -0.85823 -1.36617
C 0.66523 -0.48455 -0.01515
O -0.64176 -1.07499 0.57374
C -1.01294 -0.55888 1.82497
H 0.09760 2.25648 -2.12422
H -0.86737 2.31771 -0.55885
H 0.37352 -1.32245 -2.05152
H 2.10949 -1.08869 -1.53941
H 1.42385 -0.34506 0.75382
H -2.02995 -0.88126 2.06168
H -0.35000 -0.91687 2.62665
H -0.98608 0.54315 1.83601
*
```

Calculated total energy = -7358.1790 eV
Gap between HOMO and LUMO = 9.9575 eV
SMILES string = C=C1C[C@@H]1OC
ΔE to the lowest compared entry with this formula, charge and spin = 393.30 kJ/mol
LUMO level = 0.0381 hartree

natural (NBO) population analysis, charges in e, atoms 1 to 6: -0.411, 0.051, -0.452, 0.008, -0.557, -0.246



This record from the Open Molecules 2025 dataset describes C44H51F6I2N5O4S4SeTeTl as an isolated structure at a distorted geometry. The level of theory is ωB97M-V/def2-TZVPD.

Geometry as ORCA input:
```
! wB97M-V def2-TZVPD RIJCOSX def2/J DEFGRID3
* xyz -1 1
Tl -1.16412 2.20095 0.61773
F 4.73274 2.79416 -2.76108
C 3.87713 3.44232 -1.97584
F 4.50289 3.78499 -0.85018
F 3.47866 4.55074 -2.59882
S 2.44129 2.37879 -1.52670
O 1.76923 3.15598 -0.50870
O 3.04112 1.12148 -1.11315
N 1.68467 2.29925 -2.90053
S 0.55263 1.16023 -2.95009
O 0.14906 0.83343 -1.59722
O 0.82388 0.11037 -3.87562
C -0.83978 2.22414 -3.67199
F -1.84409 2.32689 -2.80258
F -1.27125 1.73160 -4.82791
F -0.40582 3.46534 -3.91005
S 1.51160 0.15150 3.65110
C -0.13464 0.78260 3.93339
N -0.34010 1.33687 5.21164
C -1.73038 1.45672 5.58191
C -2.51987 2.08403 4.43156
N -2.42000 1.24956 3.24483
C -3.61410 0.48461 2.86425
C -4.18774 0.96972 1.54929
C -4.41544 0.09184 0.49805
C -4.92887 0.54889 -0.70892
C -5.22272 1.89397 -0.87529
C -5.00151 2.78141 0.17084
C -4.48370 2.32079 1.37212
C -1.16953 0.58472 3.07335
S -1.03399 -0.41064 1.62550
C 0.60062 2.24621 5.83608
C 0.41874 3.71903 5.52273
C 0.18654 4.14840 4.21746
C 0.08761 5.49755 3.91949
C 0.22828 6.44557 4.92547
C 0.45720 6.03092 6.22826
C 0.54295 4.67585 6.52249
H -1.81000 2.06625 6.48313
H -2.13889 0.46036 5.78933
H -2.09968 3.07155 4.22923
H -3.57092 2.21941 4.68970
H -4.36686 0.59236 3.65048
H -3.36807 -0.57289 2.77470
H -4.15900 -0.95456 0.61299
H -5.07943 -0.14797 -1.52326
H -5.62313 2.25045 -1.81584
H -5.23928 3.83147 0.05256
H -4.30988 3.01585 2.18686
H 1.60425 1.94202 5.53356
H 0.54399 2.10078 6.91901
H 0.09136 3.41373 3.42722
H -0.09193 5.80873 2.89760
H 0.16248 7.50068 4.69225
H 0.57148 6.76204 7.01899
H 0.71464 4.35602 7.54481
I 1.98412 -2.25533 0.95618
I 2.18703 -5.27041 0.62871
C 7.81850 1.85122 3.22307
C 6.45406 1.58270 2.65041
C 6.23684 0.53919 1.76967
C 4.97672 0.21747 1.26310
C 4.97138 -0.87799 0.22676
C 3.87185 0.95765 1.70972
Te 1.77821 0.55616 1.26345
C 4.09372 2.10553 2.49365
C 3.02252 3.10641 2.84115
C 5.37060 2.38531 2.96634
H 8.60290 1.47412 2.56666
H 7.93223 1.35842 4.19160
H 7.97926 2.91905 3.37588
H 7.08028 -0.06215 1.44457
H 5.87903 -0.78239 -0.37161
H 4.12758 -0.82210 -0.44977
H 4.97960 -1.86539 0.68796
H 2.21282 3.12912 2.11153
H 3.45245 4.10894 2.86280
H 2.59568 2.90538 3.82236
H 5.51478 3.26392 3.58787
C -1.79938 -6.30107 -0.40677
C -2.56457 -5.35763 -1.33216
C -2.49695 -3.89904 -0.87906
C -1.15032 -3.22866 -1.12496
N -0.83788 -3.11175 -2.54732
C -1.36493 -2.17208 -3.37050
Se -2.44084 -0.77626 -2.87212
N -0.94043 -2.45231 -4.63153
C -1.22165 -1.66080 -5.81378
C -2.19144 -2.33809 -6.77818
C -3.61308 -2.52559 -6.23702
C -3.78434 -3.73923 -5.32353
C -0.13119 -3.57434 -4.61305
C 0.53879 -4.24251 -5.62620
C 1.28356 -5.35436 -5.26123
C 1.36120 -5.77010 -3.92970
C 0.69211 -5.09803 -2.91810
C -0.06522 -3.99832 -3.28779
H -1.78441 -7.31864 -0.80183
H -2.26764 -6.33232 0.57963
H -0.76371 -5.98675 -0.26409
H -3.61367 -5.66457 -1.36725
H -2.18223 -5.44703 -2.35332
H -2.69576 -3.84353 0.19588
H -3.26320 -3.30764 -1.38645
H -0.33171 -3.77780 -0.65807
H -1.15884 -2.21838 -0.71672
H -0.26977 -1.45212 -6.30819
H -1.62683 -0.71300 -5.46456
H -1.79194 -3.30983 -7.08598
H -2.22391 -1.70830 -7.67181
H -4.29238 -2.63020 -7.08744
H -3.90586 -1.62580 -5.68965
H -3.36836 -4.63988 -5.78256
H -4.84187 -3.92173 -5.12405
H -3.30116 -3.59167 -4.35828
H 0.49738 -3.90425 -6.65268
H 1.82616 -5.90019 -6.02229
H 1.97437 -6.62357 -3.67217
H 0.79939 -5.39456 -1.88339
*
```

Calculated total energy = -215281.3689 eV
Gap between HOMO and LUMO = 6.1514 eV
ΔE to the lowest compared entry with this formula, charge and spin = 171.09 kJ/mol
LUMO level = 0.0549 hartree

Löwdin population analysis, charges in e, atoms 1 to 6: 0.776, 0.145, -0.679, 0.141, 0.138, 0.560



Question: What is the LUMO level in the second record?
Answer: 0.0549 hartree